Entry a
Formula: C53H42InN4O4S4
Source: the Open Molecules 2025 dataset
Level of theory: ωB97M-V with the def2-TZVPD basis set

Positions of all 108 atoms, in Å:
1 In 18.968 13.146 9.157
2 N 20.024 12.874 10.959
3 S 19.624 13.481 12.277
4 N 19.976 15.072 12.643
5 S 20.051 16.501 12.083
6 N 20.204 16.909 10.568
7 S 20.110 16.369 9.080
8 N 19.812 14.939 8.601
9 C 19.063 17.548 8.315
10 C 18.618 18.635 9.009
11 C 17.648 19.423 8.444
12 C 17.216 19.182 7.116
13 C 17.888 18.226 6.377
14 C 18.806 17.387 6.973
15 C 21.759 16.748 8.572
16 C 22.045 18.102 8.407
17 C 23.341 18.494 8.066
18 C 24.326 17.517 7.760
19 C 23.933 16.184 7.717
20 C 22.647 15.810 8.186
21 C 18.553 17.302 12.568
22 C 18.541 17.934 13.797
23 C 17.309 18.400 14.370
24 C 16.171 18.329 13.624
25 C 16.202 17.638 12.379
26 C 17.395 17.086 11.867
27 C 21.509 17.163 12.918
28 C 21.996 16.690 14.104
29 C 23.145 17.260 14.686
30 C 23.683 18.415 14.102
31 C 23.239 18.849 12.857
32 C 22.130 18.220 12.232
33 C 20.738 12.699 13.473
34 C 22.054 12.492 13.092
35 C 22.968 12.081 14.052
36 C 22.629 11.927 15.371
37 C 21.285 12.110 15.730
38 C 20.383 12.465 14.812
39 C 17.930 13.145 12.651
40 C 17.331 11.991 12.219
41 C 15.982 11.860 12.453
42 C 15.238 12.859 13.121
43 C 15.925 13.909 13.646
44 C 17.341 13.934 13.580
45 H 18.988 18.798 10.002
46 H 17.315 20.293 8.977
47 H 16.366 19.685 6.669
48 H 17.723 18.026 5.325
49 H 19.294 16.499 6.561
50 H 21.264 18.863 8.466
51 H 23.627 19.579 8.041
52 H 25.344 17.811 7.593
53 H 24.548 15.355 7.373
54 H 22.293 14.769 8.200
55 H 19.453 18.202 14.310
56 H 17.248 18.843 15.355
57 H 15.219 18.761 13.923
58 H 15.356 17.666 11.735
59 H 17.270 16.538 10.926
60 H 21.421 15.919 14.548
61 H 23.584 16.735 15.489
62 H 24.481 18.941 14.594
63 H 23.691 19.646 12.340
64 H 21.732 18.559 11.244
65 H 22.374 12.621 12.030
66 H 24.021 11.929 13.737
67 H 23.462 11.797 16.070
68 H 21.002 11.927 16.743
69 H 19.325 12.577 15.132
70 H 17.904 11.269 11.668
71 H 15.348 11.039 12.060
72 H 14.175 12.682 13.188
73 H 15.274 14.688 14.070
74 H 18.001 14.504 14.189
75 O 24.363 11.018 9.217
76 C 23.650 10.137 8.618
77 C 24.159 8.856 8.364
78 C 23.334 7.916 7.771
79 C 22.038 8.248 7.378
80 C 21.486 9.491 7.565
81 C 22.303 10.416 8.183
82 C 21.733 11.761 8.541
83 O 22.527 12.666 9.012
84 O 20.483 11.923 8.320
85 H 23.764 11.922 9.166
86 H 25.169 8.635 8.624
87 H 23.724 6.910 7.623
88 H 21.419 7.514 6.857
89 H 20.443 9.602 7.312
90 C 8.101 13.512 9.945
91 C 9.594 13.154 9.668
92 O 10.391 12.834 10.529
93 S 9.981 13.360 7.967
94 C 11.658 13.000 8.069
95 C 12.125 11.773 8.556
96 C 13.526 11.527 8.600
97 C 14.470 12.523 8.341
98 C 13.963 13.774 7.781
99 C 12.635 13.998 7.650
100 C 15.894 12.236 8.418
101 C 17.088 12.420 8.419
102 H 7.635 12.739 10.584
103 H 7.444 13.652 9.044
104 H 8.277 14.423 10.530
105 H 11.381 11.049 8.893
106 H 13.910 10.525 8.811
107 H 14.649 14.557 7.483
108 H 12.276 14.951 7.338

Output
molecular weight	1042.03	Da
total charge	+1
LUMO	-2.75	eV

Entry b
Formula: C53H42InN4O4S4
Source: the Open Molecules 2025 dataset
Level of theory: ωB97M-V with the def2-TZVPD basis set

Positions of all 108 atoms, in Å:
1 In 0.056 -0.126 1.020
2 N -1.601 0.975 0.466
3 S -1.754 2.158 -0.396
4 N -0.826 2.396 -1.673
5 S -0.657 1.418 -2.930
6 N -0.923 -0.112 -2.765
7 S -0.080 -1.154 -1.941
8 N 0.788 -0.825 -0.788
9 C -1.322 -2.365 -1.706
10 C -1.229 -3.274 -0.621
11 C -2.139 -4.339 -0.617
12 C -2.923 -4.593 -1.728
13 C -3.082 -3.704 -2.694
14 C -2.296 -2.538 -2.679
15 C 1.054 -1.948 -3.102
16 C 0.714 -1.857 -4.422
17 C 1.647 -2.285 -5.392
18 C 2.774 -3.029 -5.058
19 C 3.022 -3.297 -3.730
20 C 2.288 -2.628 -2.738
21 C -1.791 1.915 -4.228
22 C -2.568 1.016 -4.882
23 C -3.481 1.516 -5.807
24 C -3.458 2.816 -6.299
25 C -2.533 3.734 -5.678
26 C -1.699 3.307 -4.639
27 C 0.985 1.804 -3.582
28 C 1.146 1.801 -4.982
29 C 2.357 2.285 -5.574
30 C 3.327 2.742 -4.687
31 C 3.110 2.803 -3.301
32 C 1.929 2.362 -2.725
33 C -3.429 2.189 -0.963
34 C -3.871 0.917 -1.420
35 C -5.150 0.897 -1.978
36 C -5.970 1.974 -1.975
37 C -5.515 3.213 -1.611
38 C -4.184 3.337 -1.234
39 C -1.562 3.699 0.465
40 C -2.409 4.282 1.370
41 C -1.891 5.218 2.288
42 C -0.574 5.616 2.300
43 C 0.303 4.981 1.349
44 C -0.257 4.135 0.390
45 H -0.633 -3.091 0.223
46 H -2.289 -4.862 0.296
47 H -3.503 -5.481 -1.858
48 H -3.607 -3.831 -3.618
49 H -2.413 -1.773 -3.456
50 H -0.279 -1.539 -4.781
51 H 1.543 -1.934 -6.406
52 H 3.610 -3.235 -5.745
53 H 3.800 -4.033 -3.326
54 H 2.606 -2.642 -1.686
55 H -2.532 -0.059 -4.680
56 H -4.127 0.795 -6.321
57 H -4.057 3.153 -7.136
58 H -2.585 4.799 -6.014
59 H -1.026 3.981 -4.087
60 H 0.345 1.410 -5.655
61 H 2.392 2.262 -6.691
62 H 4.333 2.987 -5.065
63 H 3.869 3.147 -2.652
64 H 1.658 2.304 -1.639
65 H -3.265 0.049 -1.317
66 H -5.633 -0.021 -2.322
67 H -7.017 1.893 -2.246
68 H -6.157 4.067 -1.652
69 H -3.836 4.433 -0.961
70 H -3.441 4.014 1.411
71 H -2.558 5.787 2.926
72 H -0.288 6.323 2.993
73 H 1.414 5.053 1.401
74 H 0.430 3.770 -0.460
75 O 5.514 2.084 2.067
76 C 4.761 1.673 2.976
77 C 5.314 1.575 4.348
78 C 4.651 0.859 5.281
79 C 3.305 0.456 5.051
80 C 2.631 0.737 3.904
81 C 3.422 1.198 2.759
82 C 2.826 1.500 1.424
83 O 3.667 1.815 0.438
84 O 1.571 1.389 1.114
85 H 4.612 1.989 1.015
86 H 6.224 2.181 4.664
87 H 5.085 0.729 6.272
88 H 2.768 0.006 5.894
89 H 1.549 0.632 3.843
90 C 2.755 -6.234 9.845
91 C 2.224 -5.679 8.516
92 O 2.882 -5.550 7.528
93 S 0.442 -5.423 8.580
94 C 0.343 -4.641 7.026
95 C -0.081 -5.200 5.820
96 C -0.020 -4.429 4.616
97 C 0.173 -3.024 4.748
98 C 0.348 -2.408 6.047
99 C 0.644 -3.247 7.083
100 C 0.028 -2.218 3.653
101 C 0.006 -1.336 2.752
102 H 1.793 -6.572 10.338
103 H 3.421 -5.501 10.374
104 H 3.409 -7.105 9.725
105 H -0.441 -6.260 5.896
106 H -0.367 -4.886 3.695
107 H 0.365 -1.310 6.137
108 H 1.095 -2.957 7.990

Output
molecular weight	1042.03	Da
total charge	+1
LUMO	-3.05	eV

entry a wins, 93.9 kJ/mol ahead of the next structure.

Entry a
Formula: C3H8NO2P
Source: the Open Molecules 2025 dataset
Level of theory: ωB97M-V with the def2-TZVPD basis set

Positions of all 15 atoms, in Å:
1 N -1.688 0.029 -0.330
2 C -0.765 -1.159 -0.532
3 C 0.494 -0.911 0.237
4 C 1.289 0.314 -0.200
5 P 0.743 1.904 0.676
6 O 0.872 3.244 0.032
7 O 0.320 1.719 2.136
8 H -2.454 0.044 -0.965
9 H -1.986 0.061 0.651
10 H -1.212 -2.068 -0.246
11 H -0.407 -1.268 -1.549
12 H 0.282 -0.876 1.207
13 H 1.138 -1.779 0.067
14 H 2.338 0.177 -0.008
15 H 1.035 0.568 -1.176

Output
molecular weight	121.08	Da
SMILES	NCCCP(=O)=O
total charge	0
LUMO	0.39	eV

Entry b
Formula: C3H8NO2P
Source: the Open Molecules 2025 dataset
Level of theory: ωB97M-V with the def2-TZVPD basis set

Positions of all 15 atoms, in Å:
1 C -0.051 -3.073 0.278
2 C -0.463 -1.838 0.603
3 C 0.531 -0.806 0.923
4 N -0.052 2.390 -1.654
5 O 1.477 1.811 1.304
6 O -1.073 1.380 1.206
7 P 0.465 0.884 0.726
8 H -0.699 -3.853 -0.099
9 H 1.071 -3.291 0.217
10 H -1.464 -1.660 0.862
11 H 1.524 -1.186 0.837
12 H -0.638 2.403 -2.513
13 H -0.222 3.265 -1.044
14 H 0.971 2.332 -1.889
15 H -1.378 1.241 0.245

Output
molecular weight	121.08	Da
total charge	0
LUMO (alpha / beta)	-0.71 / -0.71	eV

entry a wins, 204.3 kJ/mol ahead of the next structure.

Entry a
Formula: C3H12N2O2
Source: the Open Molecules 2025 dataset
Level of theory: ωB97M-V with the def2-TZVPD basis set

Positions of all 19 atoms, in Å:
1 C 2.759 -0.138 -0.202
2 C 1.396 0.561 -0.735
3 N -0.439 -1.814 -0.075
4 C -0.026 -0.741 0.744
5 N 0.515 0.392 0.401
6 H 2.855 0.252 0.825
7 H 3.592 0.123 -0.882
8 H 2.513 -1.205 -0.342
9 H 0.899 0.053 -1.526
10 H 1.608 1.633 -0.820
11 H -0.034 -1.789 -1.031
12 H -0.650 -2.679 0.252
13 H -0.086 -0.743 1.918
14 H -1.826 1.364 0.861
15 H -1.284 1.493 2.392
16 O -2.062 1.399 1.776
17 H -3.667 0.040 -0.690
18 H -2.604 1.158 -1.449
19 O -3.461 0.641 -1.418

Output
molecular weight	108.14	Da
total charge	-1
LUMO (alpha / beta)	4.05 / 3.85	eV
expectation value of S²	0.7506
spin multiplicity	2

Entry b
Formula: C3H12N2O2
Source: the Open Molecules 2025 dataset
Level of theory: ωB97M-V with the def2-TZVPD basis set

Positions of all 19 atoms, in Å:
1 C 0.083 0.014 -0.718
2 C 1.165 -0.714 0.145
3 N -0.775 -2.252 1.531
4 C 0.012 -1.240 2.141
5 N 1.001 -0.525 1.576
6 H 0.487 0.929 -1.170
7 H -0.740 0.163 -0.030
8 H -0.024 -0.612 -1.597
9 H 2.212 -0.414 -0.107
10 H 1.240 -1.793 -0.089
11 H -0.385 -3.098 1.133
12 H -1.363 -1.878 0.769
13 H 0.073 -1.368 3.237
14 H 1.472 1.371 1.272
15 H 1.535 2.923 1.413
16 O 1.706 2.207 0.804
17 H -2.484 1.460 -3.046
18 H -2.908 2.451 -4.003
19 O -2.305 2.377 -3.260

Output
molecular weight	108.14	Da
total charge	-1
LUMO (alpha / beta)	3.07 / 2.97	eV
expectation value of S²	0.7535
spin multiplicity	2

entry b wins, 69.7 kJ/mol ahead of the next structure.

Entry a
Formula: CH6NO
Source: the Open Molecules 2025 dataset
Level of theory: ωB97M-V with the def2-TZVPD basis set

Positions of all 9 atoms, in Å:
1 O -0.864 -2.798 -0.869
2 H -0.816 -2.464 0.061
3 C 0.187 1.242 -0.043
4 N 0.229 -0.039 0.650
5 H -0.698 1.830 -0.045
6 H 0.393 1.095 -1.205
7 H 0.844 2.025 0.512
8 H 1.194 -0.166 0.696
9 H -0.469 -0.726 0.243

Output
molecular weight	48.07	Da
total charge	-1
LUMO	4.08	eV

Entry b
Formula: CH6NO
Source: the Open Molecules 2025 dataset
Level of theory: ωB97M-V with the def2-TZVPD basis set

Positions of all 9 atoms, in Å:
1 O -2.235 0.560 1.037
2 H -2.456 0.631 1.974
3 C 1.032 -0.605 -0.315
4 N 0.431 0.707 -0.539
5 H 0.878 -1.253 -1.181
6 H 0.530 -1.096 0.523
7 H 2.097 -0.548 -0.083
8 H 0.109 0.787 -1.490
9 H -0.386 0.818 0.074

Output
molecular weight	48.07	Da
total charge	-1
LUMO	4.56	eV

entry b wins, 97.0 kJ/mol ahead of the next structure.